2 unconnected molecules or ions with the total composition C25H20BF3O2 at a distorted geometry, computed with ωB97M-V/def2-TZVPD.

Each line ends with the Mulliken charge.
CARTESIAN COORDINATES (ANGSTROEM)
F (0.568, 2.055, -0.918)  -0.366
F (1.958, 0.161, -0.562)  -0.355
F (0.684, 1.109, 1.227)  -0.376
O (3.538, 1.882, 1.163)  -0.360
O (-2.538, -2.065, 4.371)  -0.423
C (0.065, -1.621, -1.452)  1.116
C (3.937, 4.035, 0.693)  -0.486
C (-3.930, -1.886, 4.720)  -0.817
C (2.528, 2.295, 0.335)  0.232
C (-0.537, -0.522, -0.672)  1.160
C (-0.769, -1.908, 2.802)  -1.242
C (-2.450, 1.480, -3.890)  -0.606
C (-2.913, -0.878, 2.262)  -1.001
C (-1.073, -0.805, 0.639)  0.153
C (-0.154, -1.357, -2.848)  -0.156
C (-0.967, -0.157, -2.957)  0.184
C (-2.137, 1.373, -1.469)  0.085
C (0.920, -3.790, -2.097)  -1.076
C (0.214, -2.259, -3.839)  -0.779
C (2.745, 3.624, 0.030)  -0.589
C (-2.735, 1.948, -2.595)  -1.132
C (5.558, 2.767, 2.234)  -1.202
C (-0.280, -1.512, 1.583)  -0.319
C (-2.108, -1.610, 3.163)  0.964
C (-1.561, 0.419, -4.077)  -0.477
C (0.770, -3.486, -3.459)  -0.555
C (0.549, -2.877, -1.096)  -0.193
C (4.390, 2.932, 1.378)  0.337
C (-2.406, -0.510, 1.022)  -0.399
C (-1.244, 0.317, -1.635)  -0.298
B (1.290, 1.259, -0.019)  0.699
H (0.762, -1.703, 1.340)  0.590
H (-3.424, 2.782, -2.457)  0.405
H (6.099, 3.717, 2.268)  0.304
H (0.061, -1.991, -4.883)  0.409
H (-3.077, -0.001, 0.333)  0.684
H (1.333, -4.758, -1.806)  0.408
H (-4.016, -2.351, 5.702)  0.245
H (-4.589, -2.393, 4.001)  0.356
H (-3.939, -0.614, 2.534)  0.393
H (-0.149, -2.454, 3.513)  0.433
H (-1.312, 0.029, -5.063)  0.410
H (5.277, 2.502, 3.260)  0.271
H (6.242, 2.003, 1.845)  0.270
H (2.141, 4.270, -0.592)  0.468
H (-2.321, 1.762, -0.469)  0.732
H (4.405, 5.016, 0.678)  0.369
H (1.076, -4.208, -4.219)  0.403
H (-2.926, 1.953, -4.751)  0.406
H (0.637, -3.156, -0.051)  0.393
H (-4.190, -0.820, 4.780)  0.327

Computed properties:
**LUMO**: -2.97 eV
**DFT total energy**: -39174.4573 eV
**Frontier orbital gap**: 3.3 eV